Entry 1:
This record from the OMol25 dataset describes a cluster of 3 separate species, C17H25FI2NO5 in total. The level of theory is the ωB97M-V functional and the def2-TZVPD basis.

Values from the calculation:
Multiplicity: 1
LUMO level (eV): -5.14
Charge: +1
Electronic energy (eV): -48672.365
Frontier orbital gap (eV): 6.4
F_max (eV/A): 1.261

Each line ends with the natural charge from an NBO analysis.
CARTESIAN COORDINATES (ANGSTROEM)
C  1.375956  -0.428418  -0.703737  -0.675
C  0.654310  -1.355977  0.226435  -0.168
I  -1.423861  -1.518048  -0.091255  0.187
C  1.238059  -2.055094  1.188448  0.042
I  3.340646  -2.032335  1.373112  0.187
O  0.606776  -2.932184  2.075012  -0.504
C  0.869407  -2.644673  3.374122  0.786
O  1.382661  -3.403107  4.110919  -0.447
C  0.396518  -1.316494  3.913925  -0.093
C  -0.945034  -0.974902  3.763462  0.416
F  -1.778146  -1.836591  3.212870  -0.257
C  -1.444641  0.228307  4.220787  0.009
N  -0.607695  1.058703  4.853552  -0.393
C  0.680929  0.753935  5.064033  0.071
C  1.230691  -0.440225  4.616110  0.034
C  2.674695  -0.703660  4.937644  -0.569
C  3.665258  0.170120  4.183419  0.441
O  4.807372  -0.142708  4.095609  -0.459
H  2.041625  0.164759  -0.081452  0.222
H  1.907344  -0.951364  -1.480029  0.268
H  0.652430  0.259200  -1.124295  0.257
H  -2.480142  0.489222  4.082773  0.266
H  -0.988318  1.936879  5.182530  0.455
H  1.256010  1.490125  5.598673  0.246
H  2.802802  -0.430658  5.987527  0.266
H  2.938335  -1.748495  4.875615  0.292
H  3.302373  1.112726  3.738863  0.115
C  -0.482584  -1.727130  -4.629909  -0.630
C  0.579921  -0.653196  -4.774959  0.093
C  1.272012  -0.712423  -6.127008  -0.631
O  1.535193  -0.794352  -3.719237  -0.735
H  -0.035262  -2.722069  -4.707817  0.199
H  -0.948150  -1.647575  -3.645630  0.213
H  -1.254792  -1.637563  -5.394511  0.216
H  0.126137  0.329308  -4.640079  0.182
H  1.771942  -1.675908  -6.259087  0.199
H  2.033954  0.063557  -6.201875  0.220
H  0.559411  -0.580210  -6.941481  0.217
H  1.953779  -1.656943  -3.821097  0.459
C  -3.182788  3.330106  -2.725777  -0.631
C  -2.816441  2.075226  -1.950188  0.094
C  -3.361885  2.118371  -0.529589  -0.632
O  -1.395502  1.913697  -1.922742  -0.725
H  -2.755637  4.214735  -2.245344  0.198
H  -2.782218  3.283266  -3.737995  0.225
H  -4.263946  3.458792  -2.785083  0.217
H  -3.211151  1.199278  -2.466107  0.180
H  -2.936600  2.965760  0.017655  0.192
H  -3.088439  1.209455  0.009927  0.206
H  -4.448220  2.214736  -0.521217  0.218
H  -1.025096  2.682038  -1.475524  0.457

Atomic forces in eV per Å
C -0.57 0.31 0.94
C -0.47 -0.21 0.00
I 0.31 -0.11 0.11
C 0.27 0.07 0.01
I -0.23 -0.07 0.04
O 0.14 0.43 -0.30
C -0.27 0.19 -0.20
O 0.38 -0.94 0.75
C -0.22 0.50 -0.43
C -0.01 0.01 0.09
F 0.00 0.18 0.11
C 0.01 -0.52 -0.18
N -0.07 -0.37 -0.31
C -0.05 0.03 -0.06
C -0.06 0.12 0.04
C -0.45 0.33 0.32
C -0.07 -0.25 -0.12
O 0.59 -0.02 -0.01
H 0.40 0.05 -0.18
H 0.14 -0.03 -0.24
H 0.00 0.00 -0.44
H -0.09 0.18 0.07
H 0.15 0.10 0.09
H 0.10 0.07 0.11
H 0.12 0.00 0.14
H 0.12 -0.18 -0.25
H -0.23 0.14 0.01
C -0.13 0.05 0.15
C 0.04 -0.35 -0.24
C 0.10 0.11 0.04
O 0.07 0.15 0.03
H 0.01 0.01 -0.08
H -0.05 -0.01 -0.04
H 0.00 -0.01 -0.01
H 0.07 0.03 0.13
H -0.08 -0.05 -0.01
H -0.04 0.03 0.00
H 0.00 -0.02 0.00
H 0.01 0.01 -0.12
C 0.03 -0.05 -0.14
C 0.02 0.44 0.22
C 0.01 -0.17 0.09
O 0.00 -0.27 -0.01
H -0.05 -0.01 0.07
H -0.02 -0.03 -0.01
H 0.00 0.01 0.01
H 0.13 -0.07 -0.01
H -0.05 0.07 -0.08
H -0.03 0.00 -0.04
H 0.00 0.03 -0.01
H 0.01 0.07 -0.07

***

Entry 2:
This record from the OMol25 dataset describes a cluster of 17 separate species, C45H68BF7N17O6S in total. The level of theory is the ωB97M-V functional and the def2-TZVPD basis.

Values from the calculation:
Multiplicity: 1
LUMO level (eV): 1.16
Charge: -1
Electronic energy (eV): -115902.667
Frontier orbital gap (eV): 7.8
F_max (eV/A): 8.272

Each line ends with the Löwdin charge.
CARTESIAN COORDINATES (ANGSTROEM)
C  0.792160  -4.068161  0.273175  -0.128
C  -0.701486  -4.697936  0.562573  -0.121
C  -1.720629  -4.248256  -0.637986  -0.309
O  -2.871623  -4.851481  -0.726588  -0.021
O  -1.266427  -3.210111  -1.527104  -0.087
C  -2.321893  -2.756487  -2.437012  -0.172
C  -3.490365  -1.890953  -1.722759  -0.067
B  -3.133005  -0.267127  -1.583962  -0.827
C  -4.450886  0.387058  -0.797458  -0.149
C  -4.579578  -0.091826  0.755689  -0.178
C  -6.172106  -0.445064  0.988916  -0.400
C  -6.686840  -0.021472  2.498045  -0.122
C  -6.516004  -2.020818  0.776140  -0.106
O  -3.113009  0.240399  -3.003306  -0.091
N  -2.902911  1.575813  -3.024501  -0.023
O  -3.806730  2.026078  -3.723587  0.007
S  -1.491208  0.072574  -0.726187  0.916
O  -0.349813  -0.309743  -1.712396  -0.372
O  -1.384011  -0.898783  0.477934  -0.344
C  -1.184166  1.862702  -0.269853  -0.287
F  -2.358430  2.706329  -0.259947  0.032
F  -0.299300  2.418993  -1.312019  -0.020
C  -0.435002  2.080054  1.156642  -0.153
F  -0.517248  3.528690  1.430887  0.014
F  -1.104436  1.443038  2.275317  0.072
C  1.141422  1.710996  1.164401  -0.227
F  2.008859  2.742325  0.643568  0.065
F  1.505804  1.518169  2.575753  0.047
F  1.484600  0.483713  0.497113  0.078
H  1.128680  -4.551089  -0.738029  0.043
H  0.755369  -2.904710  0.223093  0.074
H  1.548691  -4.359593  1.125508  0.026
H  -1.103021  -4.398896  1.619263  0.123
H  -0.543130  -5.856842  0.597465  0.121
H  -2.713976  -3.681619  -3.011333  0.130
H  -1.821568  -2.063718  -3.228999  0.114
H  -4.426425  -1.923677  -2.428539  0.139
H  -3.818123  -2.367037  -0.723739  0.095
H  -4.545012  1.532656  -0.950686  0.082
H  -5.377365  -0.078152  -1.349988  0.120
H  -4.206254  0.724364  1.507361  0.113
H  -3.998328  -1.056040  1.010255  0.098
H  -6.815136  0.200435  0.258671  0.084
H  -7.648907  -0.619902  2.762340  0.064
H  -5.816630  -0.226019  3.245760  0.083
H  -6.982420  1.106078  2.472315  0.036
H  -7.121446  -2.432223  1.694758  0.066
H  -5.577287  -2.704628  0.690571  0.071
H  -7.189998  -2.228936  -0.154748  0.076
C  -2.074923  -0.513039  -6.106253  -0.057
C  -1.455332  -1.887357  -6.174253  -0.205
N  -0.953225  -3.000413  -6.229386  0.108
H  -2.720184  -0.438168  -5.227300  0.056
H  -1.291596  0.245143  -6.038234  0.084
H  -2.671502  -0.329275  -7.002608  0.078
C  3.546911  -4.027322  -3.662374  -0.122
C  3.177276  -5.029567  -2.597565  -0.220
N  2.877856  -5.840163  -1.733502  0.099
H  3.181512  -4.366659  -4.634924  0.075
H  3.098866  -3.059888  -3.432093  0.053
H  4.630879  -3.915882  -3.708705  0.048
C  -0.616268  5.430620  -1.581648  -0.077
C  -0.758418  6.346490  -2.772883  -0.229
N  -0.873476  7.088433  -3.737287  0.082
H  -1.508737  5.494125  -0.955025  0.080
H  -0.490474  4.400126  -1.917889  0.053
H  0.255298  5.721632  -0.990921  0.076
C  0.095938  4.992791  4.430652  -0.057
C  -1.300659  5.139278  4.982853  -0.197
N  -2.432137  5.257975  5.429229  0.111
H  0.589732  4.133815  4.890596  0.083
H  0.054269  4.842553  3.349673  0.058
H  0.676315  5.893361  4.643257  0.078
C  3.788668  -0.121095  -1.891582  -0.042
C  4.433370  -1.483421  -1.964068  -0.176
N  4.951262  -2.589224  -2.022828  0.104
H  3.151208  -0.058270  -1.007111  0.059
H  4.558151  0.652069  -1.832341  0.040
H  3.179487  0.050086  -2.782041  0.087
C  -1.751305  4.380169  8.825117  -0.082
C  -2.143277  3.382515  9.887608  -0.218
N  -2.460636  2.575429  10.748789  0.097
H  -2.108266  4.044225  7.848900  0.051
H  -2.191582  5.354277  9.049153  0.076
H  -0.664103  4.479863  8.791813  0.074
C  -7.738203  4.538024  1.735481  -0.076
C  -7.127231  3.309248  1.107053  -0.160
N  -6.632279  2.313942  0.597384  0.155
H  -8.013461  4.328937  2.771721  0.044
H  -7.020810  5.361393  1.717194  0.072
H  -8.632569  4.832307  1.181670  0.072
C  -1.456138  -5.397399  -8.319264  -0.093
C  -2.167555  -6.617697  -8.851313  -0.212
N  -2.743609  -7.606118  -9.282261  0.094
H  -1.901747  -4.493779  -8.740762  0.071
H  -1.541242  -5.361650  -7.231099  0.056
H  -0.399410  -5.434297  -8.592701  0.077
C  5.731405  4.385979  -2.155791  -0.064
C  6.376977  3.024064  -2.228877  -0.190
N  6.899676  1.920668  -2.288135  0.109
H  5.094245  4.448018  -1.270772  0.077
H  6.500613  5.159025  -2.095702  0.074
H  5.122546  4.557010  -3.046380  0.079
C  -4.011178  -7.019103  -12.182694  -0.097
C  -4.153165  -6.108251  -13.378019  -0.238
N  -4.268081  -5.370691  -14.345846  0.079
H  -4.902511  -6.951105  -11.555245  0.076
H  -3.887652  -8.052165  -12.514978  0.077
H  -3.138965  -6.727896  -11.594285  0.036
C  4.402602  -5.513029  2.600652  -0.080
C  2.957247  -5.268876  2.958232  -0.220
N  1.785569  -5.071206  3.243389  0.114
H  4.466035  -6.011548  1.630604  0.077
H  4.938388  -4.562711  2.548352  0.065
H  4.872024  -6.145247  3.357502  0.063
C  9.760350  0.863364  -0.965508  -0.069
C  10.945195  1.794027  -0.882454  -0.227
N  11.903678  2.549691  -0.815116  0.099
H  8.959887  1.331946  -1.542339  0.018
H  10.053166  -0.069306  -1.452857  0.080
H  9.391488  0.640314  0.038147  0.080
C  0.457242  0.489642  11.613772  -0.085
C  1.077255  -0.738424  10.993125  -0.236
N  1.579227  -1.732876  10.490728  0.091
H  0.177102  0.281990  12.648838  0.075
H  1.171747  1.315646  11.597118  0.072
H  -0.435335  0.779420  11.054651  0.044
C  8.495038  -4.096865  1.605459  -0.076
C  8.132485  -5.095693  2.677187  -0.229
N  7.838972  -5.904699  3.544822  0.104
H  8.119879  -4.437389  0.637732  0.079
H  8.052256  -3.125674  1.837416  0.075
H  9.580523  -3.989505  1.549235  0.074
C  -5.618584  7.015747  6.057251  -0.081
C  -6.329325  5.794179  5.527751  -0.214
N  -6.907145  4.806366  5.098951  0.110
H  -6.064900  7.918153  5.633408  0.073
H  -5.704634  7.053365  7.145483  0.074
H  -4.561329  6.979011  5.784852  0.045
C  9.990009  4.711368  0.590241  -0.089
C  8.536362  4.937779  0.928143  -0.227
N  7.358874  5.121076  1.200477  0.090
H  10.073141  4.211565  -0.376610  0.038
H  10.514299  5.668420  0.542532  0.079
H  10.457145  4.087095  1.354857  0.076

Atomic forces in eV per Å
C -0.24 -0.28 0.20
C 1.42 0.61 -0.44
C -3.14 -1.96 0.17
O 5.47 3.29 -0.04
O -1.95 -2.30 1.89
C -0.90 0.25 -1.21
C 0.71 -1.07 -0.30
B -3.60 -0.61 -0.22
C -0.23 -0.21 0.27
C -1.38 0.21 -0.02
C -0.69 0.10 0.93
C 0.16 0.11 -0.83
C -0.24 -0.66 0.16
O 1.41 0.00 1.01
N -3.82 -0.19 -2.39
O 2.67 0.70 1.20
S 4.29 -7.06 -0.38
O -2.89 2.38 2.41
O -0.57 4.10 -2.24
C 0.21 3.20 -0.37
F 2.97 -2.33 0.07
F -1.96 -1.30 2.91
C -1.16 1.46 1.45
F 0.46 -3.42 -0.57
F 2.04 1.80 -3.58
C 2.80 -1.40 1.38
F -2.77 -2.86 1.42
F -0.87 0.76 -4.10
F -1.33 3.91 1.94
H -0.46 1.26 2.00
H -0.06 -2.12 -0.14
H -1.78 0.49 -1.95
H 0.48 -0.29 -2.22
H -0.80 2.14 -0.41
H 0.43 1.48 1.09
H -0.51 -1.31 1.60
H 1.72 0.12 1.22
H 0.67 0.68 -1.70
H 0.04 -1.87 0.66
H 1.73 0.91 0.88
H -0.82 -1.35 -1.40
H -0.70 1.62 -0.64
H 1.38 -1.54 1.33
H 1.78 0.95 -0.27
H -1.76 0.38 -1.08
H 0.81 -2.18 0.39
H 1.14 0.81 -1.70
H -1.56 1.31 0.07
H 1.33 0.49 1.55
C 0.39 -1.00 -0.04
C 2.45 -5.39 -0.26
N -3.05 6.78 0.26
H 0.13 -0.08 -0.01
H -0.04 -0.18 0.03
H 0.12 -0.13 0.07
C -0.61 -1.11 0.13
C -1.38 -3.92 4.16
N 1.97 4.83 -5.34
H -0.12 -0.14 0.17
H -0.02 -0.36 -0.06
H -0.32 -0.14 0.04
C -0.11 0.70 -0.95
C -0.57 3.67 -4.70
N 0.74 -4.51 5.90
H 0.07 0.00 -0.15
H -0.09 0.30 -0.03
H -0.09 0.03 -0.13
C -0.98 0.11 0.36
C -5.52 0.57 2.14
N 6.92 -0.64 -2.65
H -0.16 0.07 -0.04
H -0.11 -0.02 0.18
H -0.17 -0.08 0.03
C 0.42 -0.96 -0.03
C 2.71 -5.23 -0.07
N -2.66 7.37 1.03
H 0.06 -0.16 -0.18
H 0.04 -0.23 -0.04
H 0.02 -0.13 0.12
C -0.33 -0.78 0.73
C -1.53 -3.94 4.23
N 2.00 4.93 -5.25
H -0.01 0.02 0.16
H 0.01 -0.18 0.02
H -0.13 -0.08 0.08
C 0.37 -0.95 -0.42
C 2.41 -4.70 -2.59
N -3.08 6.93 2.94
H 0.14 -0.04 -0.12
H -0.03 -0.18 -0.01
H 0.14 -0.12 -0.02
C -0.55 -0.96 -0.34
C -2.77 -4.82 -2.10
N 3.51 6.02 2.62
H 0.01 -0.17 0.07
H -0.01 0.00 -0.18
H -0.16 -0.07 0.02
C 0.41 -0.96 -0.07
C 2.54 -5.31 -0.26
N -3.24 6.78 0.35
H 0.16 -0.10 -0.07
H -0.04 -0.19 0.04
H 0.11 -0.14 0.07
C -0.09 0.73 -0.95
C -0.60 3.59 -4.77
N 0.71 -4.50 5.91
H 0.13 0.05 -0.11
H -0.01 0.17 -0.01
H -0.18 -0.04 -0.13
C -1.07 0.13 0.24
C -5.70 0.91 1.52
N 7.27 -1.30 -1.51
H -0.14 0.08 0.09
H -0.16 -0.09 0.05
H -0.10 0.12 -0.06
C 0.90 0.70 0.05
C 4.74 3.50 0.30
N -5.83 -4.62 -0.42
H 0.13 -0.05 0.08
H 0.06 0.17 0.05
H 0.11 0.10 -0.09
C 0.42 -0.91 -0.50
C 2.49 -4.89 -2.45
N -3.06 6.11 3.10
H 0.05 -0.05 -0.16
H -0.03 -0.17 -0.04
H 0.10 -0.08 0.06
C -0.27 -0.72 0.75
C -1.43 -3.97 4.26
N 1.79 4.97 -5.34
H -0.01 -0.01 0.17
H 0.01 -0.17 0.04
H -0.14 -0.08 0.08
C -0.46 -0.86 -0.40
C -2.81 -4.85 -2.11
N 3.51 6.12 2.62
H -0.03 -0.18 0.02
H -0.05 -0.09 -0.15
H -0.14 -0.17 -0.01
C -1.16 0.25 0.25
C -5.74 0.93 1.35
N 7.14 -1.13 -1.73
H -0.06 0.12 0.21
H -0.15 -0.09 0.03
H -0.13 0.06 -0.12

***

Entry 3:
This record from the OMol25 dataset describes a structure of composition C10H13As2IO3PdS4. The level of theory is the ωB97M-V functional and the def2-TZVPD basis.

Values from the calculation:
Multiplicity: 3
LUMO level (spin up / spin down) (eV): 3.32 / 3.32
Charge: -2
Electronic energy (eV): -193324.921
ΔE to the lowest compared entry with this formula, charge and spin (eV): 0.0000
Frontier orbital gap (spin up / spin down) (eV): 4.4 / 4.6
F_max (eV/A): 1.284
Expectation value of S²: 2.01

Each line ends with the natural charge from an NBO analysis.
CARTESIAN COORDINATES (ANGSTROEM)
Pd  -0.302973  -0.889264  0.334912  0.827
S  -4.938176  0.180629  1.109088  -0.799
As  -2.900158  -0.290220  0.736258  0.943
S  -1.435690  1.329400  0.983412  -0.778
S  -1.953496  -1.809975  1.987377  -0.687
S  -2.311478  -0.922680  -1.254786  -0.632
C  1.949795  1.592785  0.759860  -0.992
As  1.800742  0.186250  2.050029  1.952
C  0.651536  0.404479  3.562895  -1.014
C  3.523244  0.455757  2.921054  -1.018
O  1.818737  -1.376918  1.448003  -1.116
H  1.815276  2.547981  1.268668  0.226
H  1.213240  1.473743  -0.026663  0.293
H  2.959204  1.495777  0.364325  0.224
H  1.238006  0.855275  4.362888  0.205
H  0.347798  -0.610976  3.808863  0.274
H  -0.233148  0.980324  3.303110  0.295
H  3.579483  1.439048  3.393063  0.209
H  4.315995  0.355194  2.180858  0.224
H  3.639037  -0.321439  3.675925  0.226
I  3.336100  -4.692065  -7.039046  0.063
C  2.573080  -3.818268  -5.300945  -0.153
C  1.626856  -4.504797  -4.553186  -0.270
C  1.136635  -3.918831  -3.391901  -0.156
C  1.571673  -2.662233  -2.992770  -0.112
C  2.506601  -1.990550  -3.767626  -0.161
C  3.024983  -2.562179  -4.923472  -0.274
C  1.037133  -2.024387  -1.722968  0.747
O  1.199834  -0.783606  -1.608135  -0.753
O  0.480422  -2.772647  -0.895635  -0.701
H  1.281197  -5.480370  -4.868578  0.211
H  0.407087  -4.420803  -2.768341  0.246
H  2.811018  -1.002658  -3.445957  0.239
H  3.760299  -2.039183  -5.520554  0.209

Atomic forces in eV per Å
Pd 0.05 -0.77 -0.62
S 0.20 -0.04 -0.03
As -0.78 0.24 0.14
S 0.20 -0.02 0.03
S 0.05 0.09 -0.03
S -0.04 0.00 0.21
C -0.21 0.17 -0.07
As 0.85 -0.95 0.11
C -0.21 0.14 -0.02
C 0.15 -0.09 0.08
O -0.30 1.01 0.22
H 0.02 0.02 -0.05
H -0.04 0.00 -0.05
H 0.02 0.07 -0.06
H -0.06 0.02 0.07
H -0.07 -0.01 0.06
H -0.04 -0.01 0.01
H -0.01 -0.01 -0.02
H 0.02 -0.01 0.00
H 0.04 0.01 0.03
I 0.07 -0.09 -0.16
C -0.07 0.08 0.16
C 0.02 0.07 0.04
C 0.02 -0.05 0.00
C 0.06 -0.04 -0.02
C 0.07 0.05 -0.12
C -0.10 -0.05 0.09
C 0.12 0.19 0.16
O 0.00 0.00 0.01
O -0.01 -0.02 -0.16
H 0.00 0.00 0.00
H 0.02 -0.01 -0.02
H 0.00 -0.01 0.00
H 0.00 0.00 0.00